The following is a DFT calculation (ωB97M-V with the def2-TZVPD basis set) of one molecule with the formula C27H32N4O5S in a non-equilibrium geometry.

Structure (XYZ):
```
69
Properties=species:S:1:pos:R:3:mulliken_charge:R:1
C -0.9223 4.7601 3.3725 -1.00
C 0.3322 3.9333 3.6407 -0.15
O 1.3394 4.1348 2.6651 -0.50
C 1.3129 3.4178 1.5196 0.60
C 2.4310 3.5550 0.6917 -0.89
C 2.5367 2.8329 -0.4753 -0.22
C 1.5275 1.9451 -0.8379 -1.62
C 0.3868 1.8557 -0.0557 -0.29
C 0.2757 2.5838 1.1130 0.83
H -0.6186 2.4691 1.7015 0.00
H -0.4253 1.2109 -0.3518 0.24
N 1.6412 1.1610 -2.0172 0.65
C 2.6463 0.3031 -2.2787 0.66
O 2.7259 -0.2983 -3.3413 -0.79
C 3.6311 -0.0045 -1.1627 -0.72
H 4.6101 -0.2117 -1.5913 0.56
H 3.6783 0.7261 -0.3622 0.40
S 3.0631 -1.5796 -0.4134 -0.20
C 2.2614 -0.9514 0.9746 0.49
N 2.3889 0.2201 1.5171 -0.09
N 1.5680 0.2396 2.5845 -0.54
C 0.9857 -0.9079 2.6497 0.61
O 1.3830 -1.7316 1.6424 -0.28
C -0.0170 -1.3798 3.6491 -0.64
O -0.9031 -0.3709 4.0426 -0.45
C -1.7148 0.1996 3.0913 0.30
C -1.8282 -0.2273 1.7750 -0.16
C -2.6782 0.4374 0.9034 -0.39
C -3.4193 1.5211 1.3368 -0.71
C -3.3185 1.9379 2.6553 -0.50
C -2.4719 1.2851 3.5289 -0.44
H -2.3741 1.5958 4.5570 0.49
H -3.8976 2.7800 3.0045 0.45
H -4.0710 2.0380 0.6499 0.43
H -2.7435 0.1146 -0.1247 0.45
H -1.2661 -1.0727 1.4083 0.44
H -0.5396 -2.2547 3.2366 0.32
H 0.4984 -1.6785 4.5687 0.35
C 0.5520 1.2552 -2.9839 -1.20
H 0.0408 2.2072 -2.8406 0.44
H 0.9753 1.1971 -3.9902 0.45
C -0.4491 0.1055 -2.7743 0.58
O -1.5375 0.2763 -2.2589 -0.68
N 0.0102 -1.0806 -3.1930 0.03
H 0.9583 -1.1391 -3.5483 0.45
C -0.6857 -2.3254 -2.9322 -0.44
C -0.4893 -3.2892 -4.0984 -0.85
C -1.2102 -4.6065 -3.8255 -0.73
C -0.7083 -5.2345 -2.5287 -0.68
C -0.9042 -4.2727 -1.3611 -0.95
C -0.1812 -2.9578 -1.6310 0.59
H -0.3445 -2.2597 -0.8068 -0.33
H 0.8936 -3.1372 -1.7138 0.02
H -0.5230 -4.7199 -0.4408 0.35
H -1.9707 -4.0784 -1.2250 0.40
H -1.2435 -6.1664 -2.3362 0.37
H 0.3534 -5.4714 -2.6274 0.31
H -1.0490 -5.2929 -4.6589 0.36
H -2.2838 -4.4213 -3.7468 0.33
H -0.8671 -2.8358 -5.0167 0.34
H 0.5798 -3.4758 -4.2268 0.36
H -1.7467 -2.0742 -2.8234 0.38
H 3.4028 2.9499 -1.1109 0.53
H 3.2140 4.2306 0.9963 0.45
H 0.7931 4.2617 4.5770 0.38
H 0.0938 2.8673 3.7250 0.08
H -0.6607 5.8130 3.3003 0.36
H -1.4008 4.4595 2.4441 0.22
H -1.6264 4.6263 4.1889 0.36
```

Properties
ΔE to the lowest compared entry with this formula, charge and spin   115.7 kJ/mol
Frontier orbital gap   8.6 eV
HOMO energy   -8.1156 eV
DFT total energy   -2041.5013 Ha
Lowest unoccupied orbital energy   0.0195 Ha
Total charge   0

The following is a DFT calculation (ωB97M-V with the def2-TZVPD basis set) of C27H25LiN3OS as an isolated structure in a non-equilibrium geometry.

Structure (XYZ):
```
58
Properties=species:S:1:pos:R:3:mulliken_charge:R:1
Li -0.9888 0.2001 0.7873 0.90
C 1.3378 -4.9811 -2.2971 -1.12
C 0.2805 -3.8961 -2.6228 -0.61
N -0.4478 -3.4582 -1.4157 0.04
C -1.6664 -4.1394 -1.0004 -0.84
C -1.2926 -5.3337 -0.0440 -0.88
C 0.0355 -2.5217 -0.5275 0.29
S -0.7241 -2.2031 0.9774 -0.51
N 1.2428 -1.9316 -0.8488 -0.33
C 1.4934 -0.6584 -0.4992 0.04
O 0.6194 0.1880 -0.1622 -0.68
C 2.8777 -0.1819 -0.7596 0.22
C 3.2151 1.1950 -0.8122 -0.10
C 4.5026 1.6340 -1.0374 -0.59
C 5.5094 0.6982 -1.2229 -0.23
C 5.2163 -0.6728 -1.1507 -0.66
C 3.9221 -1.0779 -0.9304 -0.06
H 1.9502 -5.0624 -3.2205 0.38
H 0.9357 -6.0081 -2.0502 0.31
H 2.0403 -4.6829 -1.5294 0.29
H -0.3955 -4.2477 -3.4291 0.37
H 0.7300 -2.9962 -3.0310 0.37
H -2.2092 -4.4867 -1.9133 0.42
H -2.2881 -3.4318 -0.4721 0.43
H -0.2699 -5.7619 -0.2364 0.19
H -2.0388 -6.0889 -0.2416 0.35
H -1.3158 -5.0339 1.0036 0.29
H 2.4273 1.9487 -0.7099 0.36
H 4.6985 2.7520 -1.0284 0.29
H 6.4748 1.0333 -1.7451 0.23
H 6.0011 -1.3576 -1.4276 0.37
H 3.7436 -2.1443 -1.0170 0.32
C -0.6836 0.3832 5.1281 -0.36
C -1.2088 1.6591 5.3541 -0.61
C -1.8019 2.3613 4.2945 -0.52
C -1.9258 1.7159 3.0333 0.12
C -1.4185 0.4826 2.9047 -0.06
C -0.8786 -0.2756 3.9266 -0.69
C -2.2243 2.5790 1.8187 0.62
C -2.9821 3.7570 1.9319 -0.67
C -2.9798 4.6843 0.8845 -0.72
C -2.4316 4.3015 -0.3641 0.95
C -2.3926 5.1297 -1.4996 -0.68
C -1.8426 4.6850 -2.6550 -0.55
C -1.2396 3.4065 -2.7480 -0.46
C -1.2068 2.5680 -1.6625 -0.23
C -1.8292 3.0072 -0.4700 0.13
N -1.6535 2.2352 0.6730 -0.24
H -0.2658 -0.1207 6.0222 0.26
H -1.1331 2.1564 6.3241 0.32
H -2.0699 3.4321 4.4281 0.19
H -0.4471 -1.2209 3.6899 0.31
H -3.5502 3.9524 2.8435 0.48
H -3.4582 5.6686 1.0257 0.33
H -2.7803 6.1444 -1.4048 0.35
H -1.7514 5.4008 -3.4983 0.28
H -0.7411 3.0711 -3.6341 0.43
H -0.7206 1.5447 -1.7325 0.18
```

Properties
ΔE to the lowest compared entry with this formula, charge and spin   47.0 kJ/mol
Frontier orbital gap   5.7 eV
HOMO energy   -3.0549 eV
DFT total energy   -1689.1712 Ha
Lowest unoccupied orbital energy   0.0986 Ha
Total charge   -1

The following is a DFT calculation (ωB97M-V with the def2-TZVPD basis set) of a 2-piece molecular cluster, C5H12NS overall in a non-equilibrium geometry.

Structure (XYZ):
```
19
Properties=species:S:1:pos:R:3:mulliken_charge:R:1
C 0.3225 -1.6279 -2.0156 -1.15
C 0.2990 -0.6409 -1.1214 0.97
C -1.0564 0.2177 -1.0052 -0.92
C 1.2491 0.8050 0.7691 -1.03
C 1.3613 -0.3321 -0.2312 0.78
N -1.9444 0.9448 2.2439 -0.77
S 2.8728 -1.0767 -0.1984 -0.04
H 1.0625 -2.2593 -2.4724 0.28
H -0.5303 -1.7121 -2.7392 0.27
H -1.1411 0.5524 0.0164 0.16
H -1.8337 -0.5116 -1.3068 0.45
H -1.0735 1.0286 -1.6817 0.32
H 0.3324 0.7967 1.4301 -0.07
H 2.0831 0.8098 1.3919 0.51
H 1.0833 1.8147 0.3691 0.37
H -1.9140 1.9833 2.4313 0.24
H -1.1054 0.5308 2.7371 0.21
H -2.7545 0.4956 2.7426 0.25
H 2.6874 -1.8188 -1.3596 0.17
```

Properties
ΔE to the lowest compared entry with this formula, charge and spin   245.6 kJ/mol
Frontier orbital gap   7.3 eV
HOMO energy   -13.5387 eV
DFT total energy   -650.3212 Ha
Lowest unoccupied orbital energy   -0.2291 Ha
Total charge   +1

The following is a DFT calculation (ωB97M-V with the def2-TZVPD basis set) of C17H18N5O3S4SbTa as an isolated structure in a non-equilibrium geometry.

Structure (XYZ):
```
49
Properties=species:S:1:pos:R:3:mulliken_charge:R:1
Ta -0.7442 0.0652 0.4410 0.80
C 2.3294 0.4677 0.4485 -1.15
N 1.4170 -0.6718 0.6872 -0.33
C 1.7202 -1.8828 -0.1149 -0.81
C 0.4530 -2.4380 -0.6798 0.04
N -0.6758 -1.7400 -0.7592 0.47
C -1.6408 -2.6001 -1.2936 0.55
C -2.9879 -2.3955 -1.5673 -0.60
C -3.6816 -3.4597 -2.1070 -0.85
C -3.0611 -4.6900 -2.3653 -0.51
C -1.7262 -4.9033 -2.0863 -1.11
C -1.0313 -3.8330 -1.5419 0.73
N 0.2897 -3.6834 -1.1253 0.00
C 1.8230 1.1329 -0.7878 0.22
N 0.5546 0.9631 -1.1466 0.85
C 0.4139 1.6276 -2.3789 -0.50
C -0.6413 1.7126 -3.2930 -0.67
C -0.4345 2.4644 -4.4338 -0.79
C 0.7819 3.1092 -4.6937 -0.59
C 1.8504 2.9940 -3.8264 -1.06
C 1.6439 2.2332 -2.6853 1.24
N 2.5049 1.8672 -1.6652 0.11
H 3.3687 0.1481 0.3446 0.56
H 2.2611 1.1565 1.2944 0.32
H 1.4640 -0.9204 1.6740 0.57
H 2.2024 -2.6379 0.5082 0.57
H 2.4062 -1.6318 -0.9271 0.39
H -3.4727 -1.4540 -1.3483 0.30
H -4.7327 -3.3475 -2.3331 0.44
H -3.6475 -5.4932 -2.7887 0.42
H -1.2524 -5.8559 -2.2789 0.45
H 0.9929 -4.4068 -1.1368 0.24
H -1.5794 1.2110 -3.1234 0.42
H -1.2360 2.5507 -5.1545 0.46
H 0.8902 3.6883 -5.5999 0.44
H 2.8041 3.4613 -4.0300 0.47
H 3.4745 2.1369 -1.5850 0.24
S 1.3146 4.2055 0.3447 -0.39
Sb -0.6298 4.1223 -0.6946 0.81
S -1.8064 2.3898 0.7915 -0.28
S -2.5921 1.1081 -0.6468 -0.25
C -1.6728 -1.0779 4.5480 -1.00
S -1.1014 -0.9982 2.8942 1.45
O -2.2356 -0.7763 1.9509 -0.63
O -0.3290 -2.1602 2.5022 -0.58
O -0.2721 0.2341 2.6758 -0.63
H -2.2429 -1.9990 4.6515 0.40
H -2.2965 -0.2065 4.7328 0.38
H -0.8009 -1.0851 5.1987 0.39
```

Properties
ΔE to the lowest compared entry with this formula, charge and spin   75.5 kJ/mol
Multiplicity   2
Frontier orbital gap (spin up / spin down)   6.4 / 7.0 eV
HOMO energy (spin up / spin down)   -13.6340 / -14.1666 eV
DFT total energy   -3047.8166 Ha
Lowest unoccupied orbital energy (spin up / spin down)   -0.2645 / -0.2643 Ha
Total charge   +2